{
  "formula": "C25H24BiCl5NO4SSb2",
  "method": "ωB97M-V/def2-TZVPD",
  "charge": 1,
  "homo_ev": -11.08,
  "lumo_energy_ev": -3.7,
  "de_lowest_kj_mol": 29.4,
  "e_tot_ev": -128350.026,
  "elements": ["Bi", "Cl", "C", "C", "Cl", "C", "Cl", "C", "O", "C", "Cl", "C", "Cl", "C", "Sb", "C", "C", "C", "C", "C", "C", "C", "C", "C", "Sb", "C", "C", "H", "H", "H", "H", "H", "H", "H", "H", "H", "H", "H", "H", "H", "H", "H", "H", "H", "H", "H", "H", "O", "C", "N", "S", "O", "O", "C", "C", "C", "C", "C", "C", "H", "H", "H", "H"],
  "positions_angstrom": [[0.248646, -0.691716, -1.244963], [0.600970, 6.167622, 0.921677], [0.410823, 4.466709, 0.822599], [1.269269, 3.622490, 1.527904], [2.524812, 4.283804, 2.490286], [1.123824, 2.241140, 1.438463], [2.182607, 1.174224, 2.269647], [0.129876, 1.686437, 0.632285], [0.020906, 0.352516, 0.536112], [-0.717954, 2.540407, -0.065212], [-1.862645, 1.824423, -1.143306], [-0.590887, 3.920964, 0.021668], [-1.641084, 4.938826, -0.869626], [-4.627789, -1.265375, -0.762073], [-2.733506, -1.967794, -0.078608], [-3.487534, -3.524241, 1.181476], [-2.223706, -3.123812, -1.869903], [-2.422658, -4.605369, -1.820897], [-3.426562, -5.173181, -2.604603], [-3.645092, -6.539936, -2.631275], [-2.838618, -7.374092, -1.872881], [-1.840772, -6.823563, -1.086714], [-1.624450, -5.445466, -1.028736], [-0.610965, -4.987453, -0.003960], [0.876267, -3.449941, -0.171529], [2.308033, -4.349068, -1.456690], [1.628257, -3.635499, 1.796712], [-5.226878, -2.108520, -1.105034], [-4.490349, -0.558722, -1.578988], [-5.142331, -0.763147, 0.055380], [-3.661707, -4.429394, 0.599632], [-4.436463, -3.177570, 1.589625], [-2.814787, -3.731806, 2.010084], [-1.178479, -2.918159, -2.128176], [-2.819295, -2.691496, -2.675529], [-4.037914, -4.522695, -3.219638], [-4.431317, -6.949888, -3.251157], [-2.984840, -8.445852, -1.888448], [-1.220621, -7.479601, -0.486103], [0.053084, -5.830819, 0.211343], [-1.100214, -4.760628, 0.946291], [2.895391, -5.052376, -0.868099], [2.971650, -3.600014, -1.880609], [1.775634, -4.885238, -2.240769], [2.712917, -3.677112, 1.754200], [1.224836, -4.549175, 2.231042], [1.332505, -2.770167, 2.384380], [1.388268, 1.582309, -1.935154], [2.408991, 1.082439, -1.463893], [2.424551, -0.256036, -1.197000], [3.833831, -0.784573, -0.503313], [4.539900, -1.633860, -1.412211], [3.541503, -1.302869, 0.802799], [4.528660, 0.842863, -0.447101], [5.740082, 1.230301, 0.079605], [6.042667, 2.588225, 0.031500], [5.160861, 3.507456, -0.529507], [3.948259, 3.097594, -1.068679], [3.647325, 1.749454, -1.022750], [6.423381, 0.517584, 0.520986], [6.980728, 2.936029, 0.442849], [5.425324, 4.556295, -0.542826], [3.250784, 3.800412, -1.505485]],
  "atomic_forces_ev_per_a": [[-0.367, 0.234, -0.016], [-0.010, 0.017, 0.006], [0.052, -0.018, 0.019], [-0.017, 0.003, 0.005], [0.005, -0.007, 0.005], [0.002, 0.041, 0.006], [-0.017, 0.049, 0.017], [0.115, -0.019, 0.012], [0.008, -0.267, 0.142], [0.007, 0.115, -0.013], [-0.098, 0.016, -0.015], [-0.017, -0.077, -0.014], [-0.013, -0.002, -0.010], [0.009, -0.017, -0.070], [0.088, -0.120, -0.081], [-0.076, 0.025, 0.015], [-0.076, -0.065, -0.025], [0.047, -0.026, 0.097], [0.012, 0.008, -0.012], [0.019, -0.020, 0.016], [-0.017, 0.013, -0.021], [0.025, 0.010, -0.023], [-0.008, 0.022, -0.048], [0.010, -0.105, 0.036], [0.130, 0.147, 0.002], [-0.024, -0.065, 0.089], [0.046, 0.041, -0.003], [0.016, 0.007, 0.015], [-0.003, 0.000, 0.013], [0.026, -0.004, -0.002], [0.025, 0.017, -0.009], [0.015, 0.010, -0.011], [0.018, 0.006, -0.013], [-0.001, 0.026, 0.002], [-0.017, -0.009, 0.015], [0.001, -0.006, 0.016], [0.008, 0.000, 0.007], [0.003, 0.014, -0.003], [-0.011, 0.014, -0.005], [-0.039, 0.010, 0.046], [-0.053, 0.093, -0.026], [-0.013, -0.009, -0.001], [0.005, 0.030, -0.003], [0.010, 0.031, -0.022], [0.018, 0.021, -0.024], [-0.004, 0.010, -0.008], [-0.019, 0.003, -0.007], [0.014, 0.044, -0.041], [0.036, -0.045, 0.082], [0.020, -0.075, -0.149], [0.149, -0.024, 0.191], [-0.014, 0.050, -0.075], [-0.046, -0.112, -0.035], [-0.065, -0.006, -0.064], [0.029, -0.010, 0.026], [-0.013, 0.003, -0.013], [0.018, 0.019, 0.010], [-0.012, 0.019, -0.013], [0.081, -0.048, -0.017], [-0.013, 0.003, 0.001], [-0.005, -0.006, 0.001], [-0.007, -0.013, 0.000], [0.007, 0.001, 0.000]]
}